# 1
65
Properties=species:S:1:pos:R:3:forces:R:3 method="wB97M-V/def2-TZVPD" e_homo_ev="-13.07 / -14.10" total_charge=+2 de_lowest_ev=0.0000 e_tot_ev=-63650.0944 spin_multiplicity=5
P -0.216375 -1.839700 -5.234426 -0.1 0.7 -1.9
P 0.000925 2.139287 -5.182370 0.4 2.2 -1.5
C -0.571802 -0.481466 -6.468889 0.3 0.5 0.0
C 0.322404 0.828498 -6.496488 -0.1 -1.1 0.6
H -1.640261 -0.207450 -6.343737 0.5 -0.2 -0.1
H -0.480451 -0.963119 -7.468893 -0.1 0.2 0.6
H 1.398013 0.555446 -6.423877 -0.6 0.2 -0.2
H 0.134217 1.338131 -7.465748 0.2 -0.2 0.6
C -1.523911 2.902577 -5.938166 0.2 0.0 0.6
H -1.912555 3.639081 -5.226656 -0.1 -0.1 -0.2
H -2.284267 2.129146 -6.113070 0.2 0.2 0.1
H -1.306808 3.402920 -6.890791 0.2 -0.2 0.3
C 1.340655 3.301865 -5.626898 0.0 0.2 -0.1
H 1.135690 3.852407 -6.553393 0.0 -0.2 0.1
H 2.291416 2.769458 -5.737265 -0.1 0.1 0.1
H 1.432236 4.019548 -4.809536 0.1 0.0 -0.2
C -1.351403 -3.190331 -5.754345 0.1 0.1 0.3
H -1.318714 -3.957641 -4.967776 -0.1 0.1 -0.2
H -1.073533 -3.663854 -6.713400 0.2 0.4 0.4
H -2.380788 -2.807747 -5.858864 0.4 -0.1 0.2
C 1.503400 -2.365951 -5.408946 0.1 -0.3 -0.1
H 2.197664 -1.519106 -5.441404 -0.3 -0.1 0.1
H 1.685437 -2.971896 -6.307635 -0.3 0.2 0.2
H 1.743109 -2.978476 -4.535246 0.1 0.0 -0.1
Pt 0.581645 -1.055148 -0.328468 -0.4 1.0 -1.4
C 0.392976 2.584651 -2.784584 1.8 -1.5 -0.8
C -0.854397 2.058697 -2.403630 -1.7 -1.7 1.8
C -1.773842 1.074973 -3.101206 -0.6 0.0 0.6
C -1.695331 -0.504721 -3.038411 0.1 -0.5 -0.6
C -0.476311 -1.400592 -3.505816 0.1 0.0 2.8
C 0.774344 -0.925468 -2.695544 -0.4 -1.5 0.5
C 1.340259 0.292244 -3.339168 0.8 -0.3 -0.3
C 1.609149 1.561546 -2.536006 0.1 0.8 -1.4
C 0.565442 -2.728207 0.767326 0.0 -1.3 0.6
H 0.658379 3.660944 -2.617206 -0.4 -0.9 -0.2
H -1.038735 1.967878 -1.302963 0.2 0.9 -0.6
H -2.089893 1.465427 -4.085439 0.5 -0.4 0.2
H -2.704903 1.169351 -2.517878 0.1 0.2 -0.2
H -1.878943 -0.783380 -1.969928 0.1 0.1 -0.9
H -2.545055 -0.841660 -3.654808 -0.1 0.2 0.5
H -0.695669 -2.430355 -3.131079 -0.2 0.5 0.0
H 1.484006 -1.749811 -2.432631 -0.3 0.6 -0.8
H 0.610625 0.540781 -4.146364 0.8 -0.3 0.8
H 2.273035 0.007453 -3.854033 -0.1 0.1 0.1
H 1.787156 1.324628 -1.460000 -0.6 0.6 -0.6
H 2.573944 1.971726 -2.916547 -0.8 0.2 0.4
H 1.417505 -2.613599 1.468379 -0.5 -0.3 -0.3
H 0.725796 -3.520948 0.007026 -0.1 0.1 0.7
H -0.412342 -2.815086 1.283202 0.7 -0.1 -0.3
O -2.203613 0.284920 1.040119 1.6 0.4 0.5
C -1.133029 0.694815 1.483911 -0.4 -0.2 -0.7
N 0.092604 0.542663 0.775191 0.5 1.4 0.4
S 1.441594 1.384940 1.504467 -2.1 -0.3 0.7
O 2.458051 0.404259 1.805778 -0.3 0.5 -0.7
O 1.732542 2.585629 0.755675 0.1 -1.0 0.1
C 0.454859 1.754699 2.942229 0.7 0.4 0.6
C 0.962009 2.266455 4.138183 -0.4 0.0 0.0
C 0.069102 2.437200 5.209923 -0.2 -0.2 -0.3
C -1.283366 2.065604 5.074312 0.1 -0.1 -0.4
C -1.757792 1.520794 3.870183 0.3 0.2 -0.4
C -0.875568 1.396376 2.778982 -0.2 -0.4 0.7
H 2.019798 2.508014 4.233359 -0.3 0.0 0.0
H 0.425262 2.829200 6.168630 -0.1 -0.1 -0.5
H -1.969873 2.189669 5.919524 0.3 -0.1 -0.4
H -2.788222 1.181715 3.748126 0.3 0.2 0.1

---

# 2
70
Properties=species:S:1:pos:R:3:forces:R:3 method="wB97M-V/def2-TZVPD" e_homo_ev="-6.82 / -6.91" total_charge=0 de_lowest_ev=2.6108 e_tot_ev=-222749.8535 spin_multiplicity=2
Re -0.196706 -0.035445 -0.846204 -0.1 0.1 2.6
O -6.046880 0.562538 0.001531 0.0 0.0 0.0
C -4.693621 0.388896 -0.070210 0.1 0.1 -0.1
C -4.114207 -0.804696 0.485661 0.1 -0.1 0.0
C -2.771425 -1.026067 0.289445 -0.1 -0.2 0.0
N -2.075160 -0.111899 -0.348421 0.1 0.0 -0.3
C -2.484064 1.201818 -0.669405 0.2 0.5 0.1
C -3.946935 1.353012 -0.675914 -0.1 -0.2 0.1
C -1.687192 2.037933 0.473677 -0.3 0.0 -0.3
O -2.205153 2.908463 1.121307 0.1 0.1 0.0
O -0.463744 1.606516 0.490825 0.1 0.1 -0.1
C -1.862424 -2.189731 0.671873 -0.3 0.0 0.1
O -2.337517 -3.251779 1.038102 0.1 0.0 0.1
O -0.605540 -1.897727 0.544340 0.1 0.1 -0.7
H -6.448822 -0.209891 0.409941 0.0 0.0 0.0
H -4.714501 -1.535066 1.013014 0.0 0.0 0.0
H -4.417871 2.237969 -1.079351 0.0 0.0 0.0
C 2.833031 1.116879 2.555056 -0.2 0.2 -0.1
As 1.772287 -0.117049 1.464064 -0.1 -0.7 -0.5
C 0.984782 -1.105964 2.943851 0.0 0.1 0.1
C 3.106811 -1.484937 0.980664 0.0 0.1 0.0
C 4.161107 -1.180893 -0.101401 0.0 0.0 0.0
C 5.076872 -2.415039 -0.159940 0.0 0.0 0.0
C 3.542715 -1.017210 -1.494917 0.0 0.0 0.0
As 2.067335 0.235342 -1.874161 0.1 0.1 -0.6
C 2.788693 2.041504 -1.847068 0.0 0.0 0.0
C 2.064294 -0.059982 -3.800844 0.0 0.0 0.0
C 4.980481 0.060305 0.292299 0.0 0.0 0.0
As 6.784813 0.282660 -0.501109 0.0 0.0 0.0
C 7.302276 1.734751 0.712463 0.0 0.0 0.0
C 6.376572 1.458326 -2.021668 0.0 0.0 0.0
H 3.569290 0.556759 3.130972 0.0 0.0 0.0
H 2.145189 1.615770 3.236659 0.0 0.0 0.0
H 3.331373 1.873251 1.953624 0.0 0.0 0.0
H 1.772484 -1.447478 3.616654 0.0 0.0 0.0
H 0.420484 -1.946002 2.550244 0.0 0.0 0.0
H 0.307376 -0.445004 3.483635 0.0 0.0 0.0
H 2.493663 -2.337827 0.668165 0.0 0.0 0.0
H 3.628869 -1.787367 1.894400 0.0 0.0 0.0
H 4.477720 -3.323332 -0.254043 0.0 0.0 0.0
H 5.673988 -2.495595 0.751510 0.0 0.0 0.0
H 5.765571 -2.370095 -1.004562 0.0 0.0 0.0
H 3.100338 -1.975638 -1.793155 0.0 0.0 0.0
H 4.331450 -0.802896 -2.222351 0.0 0.0 0.0
H 3.715886 2.124126 -2.408706 0.0 0.0 0.0
H 2.930426 2.387869 -0.824486 0.0 0.0 0.0
H 2.021069 2.662531 -2.309453 0.0 0.0 0.0
H 3.030050 0.197632 -4.236869 0.0 0.0 0.0
H 1.284447 0.557828 -4.243830 0.0 0.0 0.0
H 1.839791 -1.106093 -4.005961 0.0 0.0 0.0
H 5.185669 0.008677 1.366178 0.0 0.0 0.0
H 4.407006 0.975281 0.127077 0.0 0.0 0.0
H 7.538003 1.330866 1.696177 0.0 0.0 0.0
H 6.499029 2.466765 0.807254 0.0 0.0 0.0
H 8.190497 2.230205 0.321976 0.0 0.0 0.0
H 5.816852 0.926750 -2.790529 0.0 0.0 0.0
H 7.318997 1.788464 -2.458323 0.0 0.0 0.0
H 5.812562 2.332126 -1.696490 0.0 0.0 0.0
C -1.491335 1.416123 -1.858275 0.1 -0.4 -0.4
H -1.091753 2.428182 -1.920707 0.0 0.0 0.0
H -1.949667 1.147481 -2.810932 -0.1 0.0 0.0
N -0.785562 -3.803934 -2.688559 0.0 0.0 0.0
C -1.618044 -3.082366 -3.510499 0.0 0.1 0.0
C -1.391045 -1.779866 -3.208031 0.1 0.1 -0.1
N -0.434872 -1.699010 -2.214015 -0.2 -0.1 0.0
C -0.104202 -2.940377 -1.918857 0.2 0.0 -0.1
H -0.753902 -4.804382 -2.601267 0.0 0.0 0.0
H -2.282374 -3.548130 -4.214595 0.0 0.0 0.0
H -1.833146 -0.895040 -3.626812 0.0 0.0 0.0
H 0.580014 -3.233590 -1.142717 -0.1 0.0 0.0